*w*
# C16H23N3O3

A single C16H23N3O3 molecule (ωB97M-V/def2-TZVPD, the Open Molecules 2025 dataset).

Results
* LUMO energy: 0.5153 eV
* multiplicity: 1
* Kohn-Sham gap: 10.04 eV
* structure (SMILES): Cc1nonc1OCCNC(=O)[C@]12C[C@H]3C[C@H](C[C@H](C3)C1)C2
* total charge: 0

Each line ends with the Mulliken charge.
Positions of all 45 atoms, in Å:
1 C -2.537 -1.160 -2.749  -1.1174
2 C -3.587 -0.152 -2.495  0.7103
3 N -4.523 0.212 -3.317  -0.5633
4 O -5.264 1.147 -2.708  -0.1104
5 N -4.807 1.403 -1.459  -0.4091
6 C -3.776 0.621 -1.289  0.6043
7 O -3.016 0.519 -0.214  -0.2077
8 C -3.386 1.298 0.915  -0.4786
9 C -2.631 0.719 2.115  -1.0007
10 N -1.216 0.652 1.850  -0.0774
11 C -0.648 -0.495 1.386  -1.2091
12 O -1.227 -1.558 1.421  -0.6968
13 C 0.778 -0.337 0.855  2.3712
14 C 0.764 0.552 -0.397  -0.8905
15 C 2.182 0.673 -0.956  0.3560
16 C 3.093 1.295 0.102  -1.4502
17 C 3.118 0.403 1.342  0.4843
18 C 3.645 -0.980 0.965  -1.4681
19 C 2.728 -1.598 -0.090  0.4606
20 C 2.708 -0.710 -1.333  -1.4621
21 C 1.315 -1.720 0.472  -1.4857
22 C 1.703 0.279 1.912  -1.1831
23 H -2.306 -1.682 -1.822  0.2995
24 H -1.631 -0.667 -3.103  0.2327
25 H -2.869 -1.861 -3.508  0.4119
26 H -4.469 1.250 1.067  0.4362
27 H -3.107 2.344 0.735  0.3140
28 H -2.825 1.328 3.001  0.3892
29 H -2.957 -0.309 2.289  0.3883
30 H -0.748 1.528 1.677  0.3227
31 H 0.100 0.112 -1.145  0.0502
32 H 0.383 1.550 -0.162  0.5202
33 H 2.163 1.314 -1.845  0.2998
34 H 4.104 1.402 -0.298  0.5162
35 H 2.733 2.293 0.366  0.4868
36 H 3.771 0.850 2.100  0.2564
37 H 3.677 -1.620 1.850  0.4733
38 H 4.661 -0.896 0.575  0.5026
39 H 3.098 -2.593 -0.358  0.2533
40 H 2.068 -1.156 -2.098  0.4637
41 H 3.714 -0.623 -1.748  0.5128
42 H 0.651 -2.173 -0.266  0.3959
43 H 1.310 -2.364 1.353  0.4506
44 H 1.713 -0.356 2.801  0.4483
45 H 1.349 1.268 2.214  0.3988

=====

*x*
# C16H23N3O3

A single C16H23N3O3 molecule (ωB97M-V/def2-TZVPD, the Open Molecules 2025 dataset).

Results
* LUMO energy: 0.5810 eV
* multiplicity: 1
* Kohn-Sham gap: 8.75 eV
* structure (SMILES): Cc1cccc(NC(=O)C(=O)NCCCN2CCOCC2)c1
* total charge: 0

Each line ends with the Mulliken charge.
Positions of all 45 atoms, in Å:
1 C -5.884 -1.426 -1.949  -1.5161
2 C -5.334 -0.938 -0.644  0.6181
3 C -6.046 -1.137 0.534  -0.5805
4 C -5.544 -0.691 1.743  -0.5776
5 C -4.326 -0.039 1.795  -0.6919
6 C -3.605 0.166 0.622  0.6842
7 N -2.380 0.830 0.711  -0.0173
8 C -1.503 1.169 -0.247  0.6941
9 O -1.565 0.957 -1.446  -0.7209
10 C -0.305 1.907 0.367  0.3568
11 O -0.212 2.077 1.572  -0.7437
12 N 0.558 2.318 -0.564  -0.0734
13 C 1.813 2.970 -0.284  -0.8622
14 C 3.004 2.073 -0.623  -0.7412
15 C 3.021 0.807 0.240  -0.3550
16 N 4.237 0.051 -0.008  0.0960
17 C 4.759 -0.678 1.135  -0.7836
18 C 3.976 -1.966 1.417  -0.3861
19 O 3.968 -2.808 0.283  -0.4078
20 C 3.409 -2.147 -0.833  -0.4496
21 C 4.164 -0.848 -1.150  -0.6220
22 C -4.112 -0.284 -0.593  -0.4816
23 H -6.008 -2.508 -1.926  0.3282
24 H -6.862 -0.985 -2.137  0.3349
25 H -5.221 -1.169 -2.771  0.3366
26 H -6.999 -1.645 0.501  0.4202
27 H -6.104 -0.850 2.652  0.3752
28 H -3.930 0.312 2.737  0.3970
29 H -2.083 1.122 1.641  0.1721
30 H 0.333 2.057 -1.517  0.2499
31 H 1.870 3.899 -0.860  0.3638
32 H 1.809 3.210 0.782  0.3948
33 H 3.929 2.624 -0.452  0.2409
34 H 2.964 1.804 -1.680  0.2978
35 H 2.107 0.226 0.050  0.0744
36 H 3.008 1.107 1.290  0.4451
37 H 4.752 -0.030 2.013  0.4037
38 H 5.796 -0.942 0.903  0.3491
39 H 4.445 -2.541 2.217  0.3563
40 H 2.942 -1.721 1.709  0.2736
41 H 3.481 -2.847 -1.667  0.3641
42 H 2.346 -1.932 -0.642  0.2652
43 H 3.686 -0.337 -1.987  0.2670
44 H 5.191 -1.097 -1.433  0.3962
45 H -3.546 -0.119 -1.495  0.4554

=====

*x* (140.4 kJ/mol below the next structure)

=====

*w*
# C2H2F3P

A single C2H2F3P molecule (ωB97M-V/def2-TZVPD, the Open Molecules 2025 dataset).

Results
* LUMO energy: 0.5085 eV
* multiplicity: 1
* Kohn-Sham gap: 10.41 eV
* structure (SMILES): F[C@@H]1PC1(F)F
* total charge: 0

Each line ends with the Mulliken charge.
Positions of all 8 atoms, in Å:
1 F -0.722 -1.327 -0.089  -0.2341
2 C 0.109 -0.552 0.558  -0.3747
3 P 0.111 1.200 -0.445  -0.1414
4 C 1.346 -0.077 -0.060  0.7848
5 F 1.967 -0.763 -1.053  -0.2377
6 F 2.319 0.089 0.921  -0.2631
7 H 0.067 -0.449 1.638  0.3960
8 H -0.204 0.606 -1.687  0.0702

=====

*x*
# C2H2F3P

A single C2H2F3P molecule (ωB97M-V/def2-TZVPD, the Open Molecules 2025 dataset).

Results
* LUMO energy (spin up / spin down): -1.7153 / -1.7163 eV
* multiplicity: 1
* Kohn-Sham gap (spin up / spin down): 7.74 / 7.74 eV
* structure (SMILES): C=P(F)=C(F)F
* total charge: 0

Each line ends with the Mulliken charge.
Positions of all 8 atoms, in Å:
1 C -0.551 -1.431 0.188  -0.4981
2 P -0.596 -0.250 1.419  0.4343
3 F -2.256 -0.235 1.590  -0.3309
4 C 0.997 -0.558 2.573  0.1371
5 F 0.715 -1.813 3.052  -0.1496
6 F 0.905 0.229 3.625  -0.1404
7 H 0.319 -2.127 -0.017  0.2574
8 H -1.474 -1.742 -0.284  0.2903

=====

*w* (128.4 kJ/mol below the next structure)

=====

*w*
# C4H10NOS

2 unconnected molecules or ions with the total composition C4H10NOS (ωB97M-V/def2-TZVPD, the Open Molecules 2025 dataset).

Results
* LUMO energy: 3.9982 eV
* multiplicity: 1
* Kohn-Sham gap: 6.96 eV
* total charge: -1

Each line ends with the Mulliken charge.
Positions of all 17 atoms, in Å:
1 O -0.105 -2.131 -0.098  -0.6412
2 C -0.822 -1.612 -0.972  0.0425
3 C -0.290 -1.382 -2.351  -0.8742
4 H -1.929 -1.634 -0.828  0.3466
5 H 0.679 -0.913 -2.347  0.2111
6 H -0.971 -0.747 -2.895  0.2945
7 H -0.285 -2.304 -2.948  0.3493
8 C 0.580 1.399 1.757  -0.4295
9 C 0.412 1.550 0.232  -0.7216
10 S -1.172 0.940 -0.467  -0.5273
11 N 0.588 0.018 2.170  -0.5499
12 H -0.250 1.935 2.266  0.2524
13 H 1.492 1.884 2.021  0.3166
14 H 1.300 0.943 -0.180  0.2279
15 H 0.514 2.631 0.017  0.3039
16 H 0.044 -0.494 1.500  0.2102
17 H 0.214 -0.082 3.122  0.1886

=====

*x*
# C4H10NOS

A gas-phase ion, C4H10NOS (charge -1) (ωB97M-V/def2-TZVPD, the Open Molecules 2025 dataset).

Results
* LUMO energy: 3.0785 eV
* multiplicity: 1
* Kohn-Sham gap: 5.41 eV
* structure (SMILES): [O-]CNCCCS
* total charge: -1

Each line ends with the Mulliken charge.
Positions of all 17 atoms, in Å:
1 O 2.691 -0.888 2.048  -0.8560
2 C 2.380 -0.205 0.968  -0.3032
3 N 1.063 -0.630 0.372  -0.2357
4 C 0.469 0.283 -0.543  -0.4503
5 C -0.870 -0.216 -1.096  -0.7701
6 C -1.960 -0.412 -0.061  -0.6016
7 S -2.583 1.152 0.715  -0.2469
8 H 3.093 -0.293 0.122  0.1522
9 H 2.298 0.918 1.133  0.1334
10 H 0.474 -0.853 1.167  0.1095
11 H 0.327 1.312 -0.139  0.3070
12 H 1.113 0.433 -1.409  0.2881
13 H -0.680 -1.185 -1.566  0.3577
14 H -1.227 0.477 -1.860  0.3534
15 H -1.642 -1.014 0.786  0.3439
16 H -2.853 -0.893 -0.463  0.3388
17 H -2.093 2.014 -0.175  0.0799

=====

*w* (81.1 kJ/mol below the next structure)

=====

*w*
# C3H4NO3

A gas-phase ion, C3H4NO3 (charge -1) (ωB97M-V/def2-TZVPD, the Open Molecules 2025 dataset).

Results
* LUMO energy: 4.1078 eV
* multiplicity: 1
* Kohn-Sham gap: 8.38 eV
* structure (SMILES): C=N[C@@H](O)C(=O)[O-]
* total charge: -1

Each line ends with the Mulliken charge.
Positions of all 11 atoms, in Å:
1 C -0.919 0.635 0.387  -0.3472
2 N -0.840 -0.307 -0.450  -0.4384
3 C 0.346 -0.912 -0.791  0.1002
4 O 1.623 -0.198 -0.299  -0.6281
5 C 0.417 -2.365 0.018  0.5520
6 O 1.230 -2.338 0.943  -0.7501
7 O -0.310 -3.243 -0.405  -0.6874
8 H -1.901 0.982 0.680  0.2678
9 H -0.058 1.138 0.832  0.2498
10 H 0.417 -1.110 -1.856  0.3096
11 H 1.879 -0.798 0.429  0.3718

=====

*x*
# C3H4NO3

A gas-phase ion, C3H4NO3 (charge -1) (ωB97M-V/def2-TZVPD, the Open Molecules 2025 dataset).

Results
* LUMO energy: 3.5635 eV
* multiplicity: 1
* Kohn-Sham gap: 7.14 eV
* structure (SMILES): O=C([O-])C/N=C\O
* total charge: -1

Each line ends with the Mulliken charge.
Positions of all 11 atoms, in Å:
1 O -0.592 2.079 3.129  -0.6974
2 C -0.968 1.585 2.059  0.5187
3 O -2.000 1.641 1.419  -0.6614
4 C -0.005 0.230 1.428  -0.3235
5 N 0.987 0.449 0.436  -0.3756
6 C 1.056 -0.138 -0.673  0.1676
7 O 0.409 -1.184 -1.271  -0.4868
8 H -0.784 -0.388 0.991  0.0817
9 H 0.483 -0.110 2.366  0.1953
10 H 1.856 0.211 -1.376  0.2871
11 H -0.401 -1.393 -0.743  0.2943

=====

*w* (44.6 kJ/mol below the next structure)